ORCA calculation (ωB97M-V/def2-TZVPD) on 6 unconnected molecules or ions with the total composition C24H60O12 at a distorted geometry.

Positions of all 96 atoms, in Å:
1 O 133.40900 6.80500 133.92400
2 O 131.83600 10.37900 136.42700
3 O 131.60600 2.42200 131.14800
4 O 134.01700 2.39400 132.22900
5 O 138.35100 1.89200 137.33500
6 O 129.25300 4.70800 137.74900
7 O 134.18200 6.13500 138.28100
8 O 133.31400 3.86200 137.24100
9 O 128.87200 6.69400 139.56700
10 O 128.44100 10.49900 135.12800
11 O 135.46100 7.98300 135.15400
12 O 138.13500 3.11600 134.02400
13 C 138.54700 2.84200 132.72300
14 C 129.86200 6.84900 138.44000
15 C 138.09300 2.80700 136.35600
16 C 134.05100 7.17900 139.05100
17 C 133.50100 2.80400 136.28600
18 C 127.19700 10.96700 135.48100
19 C 137.96700 2.33200 138.67500
20 C 138.63500 2.34700 135.09600
21 C 129.67200 3.64700 136.81100
22 C 134.43800 3.92900 138.12500
23 C 132.90600 9.68500 136.09500
24 C 132.99900 3.50700 132.43600
25 C 130.34000 5.59100 138.06100
26 C 131.99500 6.50100 134.01900
27 C 135.43900 6.58100 134.99100
28 C 130.80000 2.46600 129.97200
29 C 134.14000 6.29400 134.99300
30 C 135.18400 2.99300 131.81200
31 C 128.47800 8.03500 139.99800
32 C 132.26900 3.70500 131.38200
33 C 130.60000 10.10900 135.65400
34 C 134.25100 4.98700 139.02400
35 C 136.64700 8.60700 135.04500
36 C 129.64000 10.86800 135.89800
37 H 130.34500 9.01400 135.80700
38 H 129.90600 11.78000 135.58700
39 H 126.27700 10.50200 134.78900
40 H 135.94200 6.10200 135.71900
41 H 131.20300 5.14100 138.84900
42 H 129.30300 10.80000 136.87300
43 H 127.27500 11.97600 135.28900
44 H 130.88700 5.75300 137.16600
45 H 126.99400 10.77300 136.36500
46 H 138.53100 1.70200 139.35100
47 H 134.41500 2.82300 135.73100
48 H 129.24100 8.89300 140.25800
49 H 131.28000 2.78100 128.82500
50 H 136.76300 9.53200 135.59000
51 H 133.45300 1.96400 136.75400
52 H 139.74400 2.87800 132.52400
53 H 130.74100 7.42100 138.69800
54 H 133.03700 4.02500 130.50100
55 H 130.35000 3.80500 135.93800
56 H 136.99300 9.07500 134.15400
57 H 134.53900 7.86200 138.23900
58 H 135.40100 3.97400 137.62700
59 H 138.23100 1.34300 135.22900
60 H 128.78900 3.26600 136.46600
61 H 138.10000 3.23400 138.84600
62 H 134.32500 3.12400 138.68600
63 H 133.36900 4.89800 139.70600
64 H 127.89900 7.85100 141.01500
65 H 138.24300 1.85700 132.37700
66 H 133.03700 9.77500 135.04800
67 H 138.80300 3.59200 136.38400
68 H 129.85600 3.20300 130.04300
69 H 130.04100 2.75600 137.61800
70 H 137.50900 7.92700 135.49200
71 H 136.94200 2.41800 138.86900
72 H 135.45300 3.54500 132.60400
73 H 132.86100 8.71100 136.41700
74 H 131.42900 6.60700 133.01400
75 H 133.65400 4.43800 132.72100
76 H 131.46900 4.36000 131.44900
77 H 133.71900 6.68100 135.68900
78 H 136.01200 6.19600 133.88800
79 H 127.99600 8.67800 139.28700
80 H 132.03000 5.28900 134.23900
81 H 135.77700 2.24100 131.60800
82 H 138.11600 3.61000 132.05000
83 H 133.11800 7.54100 139.12500
84 H 129.30200 7.11400 137.55900
85 H 134.59600 7.19900 139.83100
86 H 132.30900 3.10400 133.36500
87 H 132.74400 2.79600 135.67600
88 H 135.34000 3.68600 131.02400
89 H 130.38300 1.45400 129.79400
90 H 134.06400 5.29000 134.93300
91 H 133.79300 10.15200 136.65500
92 H 135.10800 5.01000 139.77700
93 H 139.78300 2.27200 135.14100
94 H 131.47800 6.75000 134.92600
95 H 137.10200 3.20100 136.15200
96 H 130.79300 10.02200 134.57400

Atomic forces in eV per Å
O -2.0 1.4 -2.5
O -5.6 2.9 0.7
O -0.3 1.0 -2.4
O -3.5 1.8 -0.6
O -1.1 -0.5 2.0
O 1.8 -0.1 -1.6
O 0.1 -4.3 -1.8
O 0.9 0.2 -1.2
O 1.8 3.1 -1.0
O 2.4 -2.4 -1.5
O -0.8 0.3 -0.2
O 0.0 0.2 0.8
C 2.6 0.2 -1.2
C -2.9 1.0 2.2
C 1.0 3.1 -0.2
C 0.8 5.2 -7.3
C 3.0 4.7 1.4
C -0.3 -0.1 -8.7
C 0.3 -7.6 -2.5
C 1.2 -3.0 -1.7
C 1.7 -1.5 4.6
C -1.0 -0.1 -3.4
C 3.5 1.4 0.0
C 6.2 -2.3 10.8
C 2.5 -5.1 1.3
C 1.5 -4.8 -1.1
C 6.3 3.3 -6.0
C -1.4 1.1 -2.5
C -2.2 -4.0 -7.6
C -1.8 1.0 0.0
C 0.4 0.1 3.1
C -2.6 -1.0 -9.6
C 12.1 -12.3 -3.1
C 0.1 1.8 3.2
C 4.3 -0.5 2.1
C -12.6 6.0 2.0
H 0.1 0.7 0.5
H 0.5 4.4 -0.5
H 2.8 1.0 1.5
H 1.9 -1.6 2.8
H -2.5 0.7 -1.8
H -0.3 0.6 2.5
H -0.9 2.7 -0.2
H 1.0 0.1 -1.0
H -2.1 -1.7 8.5
H -0.3 -0.1 0.2
H 0.8 0.5 -0.4
H 0.1 -2.4 0.0
H -0.5 -0.7 3.5
H -0.9 0.2 1.4
H 0.0 -5.6 3.2
H -2.5 0.1 0.9
H -0.2 1.0 0.2
H -2.1 -0.8 1.3
H -0.1 0.6 1.1
H -0.2 -0.9 -2.1
H -0.7 0.8 2.2
H 0.1 0.0 -0.4
H 0.3 -1.1 -1.9
H -2.4 -0.9 -1.1
H 3.1 8.8 1.1
H 0.5 -4.5 2.5
H 0.1 -0.2 -0.7
H 0.8 0.6 -2.4
H -0.2 -0.2 0.0
H 0.9 -0.4 -1.3
H 0.0 2.3 1.8
H 2.0 -1.4 0.2
H -0.2 2.1 -2.7
H -1.3 1.2 -1.1
H -2.3 -1.6 -0.1
H 2.2 1.9 3.2
H -0.1 -2.8 0.5
H 1.2 0.4 1.9
H -1.6 -1.5 -0.1
H -1.1 2.1 0.3
H -4.8 3.8 9.6
H -1.5 1.2 2.9
H -1.4 -0.7 -0.9
H -0.5 2.3 -0.8
H 3.6 -3.7 -0.7
H 0.1 -0.4 0.5
H -3.7 1.0 1.0
H -0.4 1.4 -0.2
H 3.7 0.0 6.0
H 1.9 1.1 -2.0
H -4.2 0.5 -3.6
H -1.4 0.7 -1.8
H 0.3 0.6 0.3
H -0.8 -3.8 0.5
H -1.0 -0.6 -1.0
H -0.5 0.1 -0.8
H -1.6 0.2 -0.4
H -0.2 1.4 0.3
H -0.6 -0.3 0.6
H 0.6 0.7 -0.1

Energy relative to the best compared isomer or geometry (same formula, charge and spin)   507.1 kcal per mole
SMILES   COCCOC.COCCOC.COCCOC.COCCOC.COCCOC.COCCOC
Charge   0
Molecular weight   540.73 g mol⁻¹

Atom charges from the Mulliken analysis, given in e for atoms 1 to 6: -0.6351, -0.4720, -0.3168, -0.5007, -0.3540, -0.4326